This record from the OMol25 dataset describes a cluster of 2 separate species, C5H14N2O in total at a distorted geometry. The level of theory is ωB97M-V/def2-TZVPD.

Properties
Spin multiplicity = 1
Electronic energy = -383.52286 Ha
HOMO energy = -7.633 eV
LUMO = 0.92 eV
Energy above the lowest of the compared OMol25 structures with the same formula, charge and spin = 111.6 kcal/mol
Kohn-Sham gap = 8.55 eV

```
22
Properties=species:S:1:pos:R:3:nbo_charge:R:1
C -1.47 -1.93 0.36 -0.42
C 0.78 0.40 -1.62 -0.67
N -0.97 -0.97 -0.62 -0.30
C 0.32 -0.51 -0.52 0.62
N -1.91 -0.07 -1.16 -0.65
O 1.19 -1.46 -0.09 -0.78
H -2.57 -0.59 -1.73 0.36
H -2.43 0.38 -0.40 0.34
H -0.66 -2.58 0.67 0.24
H -1.89 -1.41 1.23 0.18
H -2.25 -2.54 -0.11 0.20
H 0.14 1.28 -1.71 0.24
H 0.74 -0.15 -2.56 0.23
H 1.81 0.69 -1.42 0.22
C 1.52 1.85 1.14 -0.63
C 0.56 0.66 1.20 -0.68
H 1.34 2.47 0.26 0.20
H 2.56 1.50 1.08 0.19
H 1.44 2.50 2.02 0.20
H 0.69 0.10 2.14 0.20
H -0.47 1.03 1.26 0.19
H 1.54 -0.66 0.58 0.53
```

---

This record from the OMol25 dataset describes an isolated molecule of C22H17NO3S at a distorted geometry. The level of theory is ωB97M-V/def2-TZVPD.

Properties
Spin multiplicity = 1
Electronic energy = -1527.18396 Ha
HOMO energy = -8.333 eV
LUMO = -0.32 eV
Structure (SMILES) = O=C1c2ccccc2S(=O)(=O)N1[C@H](/C=C/c1ccccc1)c1ccccc1
Energy above the lowest of the compared OMol25 structures with the same formula, charge and spin = 2.3 kcal/mol
Kohn-Sham gap = 8.02 eV

```
44
Properties=species:S:1:pos:R:3:nbo_charge:R:1
C 1.08 1.26 3.24 -0.13
C 2.33 0.49 2.82 0.03
C 3.50 1.24 2.74 -0.20
C 4.71 0.64 2.40 -0.21
C 4.76 -0.74 2.14 -0.20
C 3.58 -1.49 2.20 -0.21
C 2.35 -0.87 2.50 -0.22
C -0.23 0.52 3.22 -0.20
C -1.38 1.17 2.98 -0.20
C -2.65 0.55 2.64 0.00
C -3.83 1.31 2.49 -0.21
C -5.03 0.70 2.12 -0.22
C -5.08 -0.69 1.91 -0.22
C -3.92 -1.46 2.07 -0.20
C -2.72 -0.85 2.44 -0.22
H 0.97 2.14 2.59 0.24
H 3.46 2.31 2.95 0.21
H 5.62 1.25 2.36 0.22
H 5.71 -1.22 1.89 0.22
H 3.60 -2.56 1.99 0.22
H 1.43 -1.46 2.51 0.22
H -0.18 -0.55 3.47 0.21
H -1.38 2.27 3.03 0.23
H -3.78 2.40 2.65 0.21
H -5.93 1.30 1.99 0.22
H -6.02 -1.16 1.65 0.21
H -3.95 -2.54 1.92 0.21
H -1.80 -1.44 2.55 0.21
C 1.39 4.19 8.56 -0.19
C 0.84 4.18 7.28 -0.15
C 1.05 3.06 6.48 -0.16
C 1.71 1.94 6.98 -0.23
C 2.27 1.94 8.26 -0.20
C 2.10 3.08 9.06 -0.18
S 2.11 0.77 5.73 2.29
O 3.54 0.78 5.58 -0.89
O 1.39 -0.49 5.77 -0.89
N 1.35 1.79 4.57 -0.67
C 0.70 2.92 5.05 0.69
O 0.00 3.66 4.36 -0.58
H 1.26 5.07 9.19 0.23
H 0.25 5.00 6.87 0.24
H 2.83 1.07 8.61 0.24
H 2.53 3.11 10.06 0.23
```

---

This record from the OMol25 dataset describes a cluster of 2 separate species, C7H11N2O in total at a distorted geometry. The level of theory is ωB97M-V/def2-TZVPD.

Properties
Spin multiplicity = 1
Electronic energy = -457.66245 Ha
HOMO energy (spin up / spin down) = -11.536 / -11.535 eV
LUMO (spin up / spin down) = -3.69 / -3.69 eV
Energy above the lowest of the compared OMol25 structures with the same formula, charge and spin = 110.8 kcal/mol
Net charge = +1
Kohn-Sham gap (spin up / spin down) = 7.85 / 7.85 eV

```
21
Properties=species:S:1:pos:R:3:nbo_charge:R:1
C -1.92 1.34 0.00 0.11
C -1.52 0.03 0.11 -0.21
C 0.35 1.37 -0.05 -0.04
C 1.93 -4.39 0.64 -0.38
C 2.16 -4.59 -0.56 -0.08
C -1.02 3.59 -0.19 -0.44
C 0.69 -1.00 0.11 0.47
N -0.88 2.16 -0.07 -0.36
N -0.11 0.03 0.02 -0.29
O 0.07 -2.18 0.16 -0.65
H -2.89 1.68 0.01 0.24
H -1.94 -0.94 0.07 0.26
H 0.83 1.72 0.80 0.22
H 1.70 -4.79 1.60 0.27
H 0.86 1.78 -1.03 0.23
H 2.44 -4.28 -1.51 0.24
H -0.13 4.14 -0.73 0.22
H -1.85 3.94 -0.76 0.23
H -1.13 4.19 0.65 0.22
H 1.66 -0.83 0.20 0.19
H 0.68 -2.99 0.55 0.54
```

---

This record from the OMol25 dataset describes a cluster of 4 separate species, C5H16N2O4 in total at a distorted geometry. The level of theory is ωB97M-V/def2-TZVPD.

Properties
Spin multiplicity = 1
Electronic energy = -610.54816 Ha
HOMO energy = -8.119 eV
LUMO = 0.82 eV
Structure (SMILES) = N/C=C/C[C@H](N)C=O.O.O.O
Energy above the lowest of the compared OMol25 structures with the same formula, charge and spin = 23.3 kcal/mol
Kohn-Sham gap = 8.94 eV

```
27
Properties=species:S:1:pos:R:3:nbo_charge:R:1
O 1.79 0.00 -1.80 -0.59
C 1.41 -1.11 -1.50 0.48
C 0.45 -1.37 -0.35 -0.14
C -0.55 -0.19 -0.24 -0.44
C -1.46 -0.17 -1.46 -0.30
C -2.48 -1.01 -1.54 0.00
N -3.40 -1.03 -2.61 -0.81
N 1.27 -1.59 0.82 -0.86
H 1.76 -1.96 -2.12 0.12
H -0.09 -2.26 -0.64 0.20
H 0.00 0.71 0.00 0.23
H -1.08 -0.39 0.70 0.21
H -1.02 0.44 -2.24 0.21
H -2.76 -1.58 -0.68 0.19
H -3.78 -1.94 -2.77 0.37
H -3.09 -0.60 -3.46 0.37
H 0.77 -2.17 1.48 0.36
H 1.64 -0.78 1.30 0.41
H 1.98 1.57 -0.88 0.51
H 2.13 3.05 -0.41 0.48
O 1.85 2.18 -0.13 -0.99
H 2.81 1.45 2.22 0.48
H 1.54 1.29 1.46 0.50
O 2.00 0.92 2.24 -0.98
H -0.01 1.60 4.22 0.48
H -1.24 2.54 4.47 0.47
O -0.45 2.41 3.93 -0.95
```

---

This record from the OMol25 dataset describes a structure of composition C2H5OZn at a distorted geometry. The level of theory is ωB97M-V/def2-TZVPD.

Properties
Spin multiplicity = 1
Electronic energy = -1933.72735 Ha
HOMO energy = -1.478 eV
LUMO = 3.70 eV
Net charge = -1
Kohn-Sham gap = 5.18 eV

```
9
Properties=species:S:1:pos:R:3:nbo_charge:R:1
C 0.04 0.63 0.03 -0.05
C 0.07 -0.66 0.85 -0.67
H -0.67 1.34 0.50 0.13
H 1.07 1.03 -0.05 0.13
H -0.68 -0.63 1.65 0.18
H 1.08 -0.86 1.25 0.18
Zn -0.14 0.27 -2.96 0.05
O -0.45 0.22 -1.22 -1.21
H -0.29 -1.35 -0.05 0.26
```

---

This record from the OMol25 dataset describes a cluster of 4 separate species, C4H15NO3 in total at a distorted geometry. The level of theory is ωB97M-V/def2-TZVPD.

Properties
Spin multiplicity = 1
Electronic energy = -441.86645 Ha
HOMO energy = -8.317 eV
LUMO = 0.76 eV
Structure (SMILES) = CC/C=C/N.O.O.O
Energy above the lowest of the compared OMol25 structures with the same formula, charge and spin = 9.7 kcal/mol
Kohn-Sham gap = 9.07 eV

```
23
Properties=species:S:1:pos:R:3:nbo_charge:R:1
C -1.71 2.57 -0.74 -0.60
C -1.47 1.20 -1.36 -0.43
C -0.03 0.82 -1.43 -0.28
C 0.44 -0.29 -0.86 -0.03
N 1.82 -0.62 -0.76 -0.84
H -1.51 2.56 0.33 0.21
H -2.77 2.84 -0.78 0.21
H -1.13 3.36 -1.22 0.20
H -2.07 0.48 -0.80 0.20
H -1.99 1.15 -2.33 0.20
H 0.65 1.45 -1.99 0.19
H -0.26 -1.01 -0.46 0.19
H 1.92 -1.54 -0.36 0.40
H 2.24 -0.57 -1.67 0.37
H 0.78 -3.07 1.01 0.50
H 0.74 -4.25 0.04 0.47
O 1.27 -3.48 0.29 -0.97
H -0.41 -2.17 2.81 0.47
H 0.24 -0.83 2.43 0.51
O 0.39 -1.79 2.43 -0.98
H 0.69 0.85 1.10 0.49
H 1.51 1.40 2.24 0.48
O 0.67 0.95 2.07 -0.97
```